ORCA calculation (ωB97M-V with the def2-TZVPD basis set) on a 4-piece molecular cluster, C5H15NO5 overall in a non-equilibrium geometry.

```
26
Properties=species:S:1:pos:R:3:forces:R:3
O -1.5494 1.1347 0.1611 -0.0693 0.1495 -0.2988
C -0.5934 1.8710 0.1980 0.4205 0.3386 0.3584
C 0.4692 1.8180 1.2703 0.7789 0.1245 0.1801
C 0.3942 0.5867 2.1788 -0.2554 -0.2756 0.3608
C 1.2238 -0.5968 1.6287 -1.1388 -0.4939 0.4988
N 0.9285 -0.9311 0.2409 -1.0994 -1.3863 1.4023
C 0.0309 -1.9330 -0.0936 1.4587 1.3989 -2.0505
O -0.2916 -2.0817 -1.2763 -0.1936 -0.3220 0.7990
H -0.4543 2.6607 -0.5542 -0.1838 0.0097 0.0655
H 1.4759 1.9121 0.7885 -0.8541 -0.0859 0.2350
H 0.3835 2.7430 1.8686 -0.2125 -0.1964 -0.2385
H 0.7844 0.8325 3.1953 -0.3057 -0.1558 -0.6965
H -0.6737 0.2703 2.2873 1.0033 0.3005 0.1176
H 1.0320 -1.4911 2.2623 0.1185 0.4938 -0.4516
H 2.2695 -0.3795 1.7042 0.7227 0.2080 0.0730
H 1.1954 -0.2177 -0.4199 -0.1930 -0.1052 -0.5571
H -0.3228 -2.6344 0.6551 0.2615 0.2498 0.4747
O 0.2376 -0.3135 -3.1658 3.0600 0.8827 0.0942
H -0.5771 -0.1888 -3.5484 -2.9221 0.5880 -1.4995
H 0.1070 -1.0191 -2.5452 -0.1928 -1.3695 1.2866
O -2.1158 -1.2157 1.3358 -0.3037 -1.4249 0.9160
H -1.8946 -0.3861 0.9423 0.1648 1.3095 -0.6805
H -3.0354 -1.3610 1.1232 -0.2934 -0.0879 -0.0801
O 1.3424 1.5518 -1.5885 -0.1010 -0.8914 -1.2042
H 2.1898 1.7652 -2.0038 -0.2196 -0.0439 0.1345
H 0.8882 0.9305 -2.2642 0.5493 0.7851 0.7605
```
Forces are in eV/Å.

ΔE to the lowest compared entry with this formula, charge and spin: 21.51 kJ/mol
HOMO level: -9.5820 eV
Orbital gap: 10.3 eV
Net charge: 0
SMILES string: O=CCCCNC=O.O.O.O

***

ORCA calculation (ωB97M-V with the def2-TZVPD basis set) on one molecule with the formula C20H26N2O3S2.

```
53
Properties=species:S:1:pos:R:3:forces:R:3
C 3.2968 0.0291 -3.2455 -0.1667 0.1902 0.1205
C 2.7355 1.1319 -2.3531 0.4799 0.0067 -0.3533
N 1.8939 0.5862 -1.3076 -0.0952 -0.1257 0.3069
C 0.5842 0.1058 -1.7177 -0.3319 -0.2464 -0.0578
C -0.5258 0.5994 -0.8244 -0.4424 -0.0494 -0.0141
C -1.5582 -0.2366 -0.4645 0.0348 0.2058 -0.1246
C -2.5833 0.1957 0.3829 0.1248 0.2212 -0.0755
O -3.5157 -0.7601 0.6259 0.2433 0.0452 -0.0926
C -4.6185 -0.5244 1.4740 -0.4016 -0.0023 0.1631
C -2.5543 1.5006 0.8841 -0.2036 -0.0261 0.3076
O -3.5605 1.9635 1.7136 0.2469 -0.0253 -0.5912
C -3.1628 2.3550 3.0128 0.0735 0.0594 0.3049
C -1.5090 2.3613 0.4857 0.1074 -0.0500 -0.1106
O -1.5544 3.6276 0.9866 -0.3839 -0.3715 0.0113
C -0.5316 4.5295 0.6339 0.2247 0.1692 -0.0468
C -0.5142 1.9109 -0.3650 -0.1171 0.3074 0.0435
C 2.2309 0.7547 -0.0093 0.1609 0.1671 0.1935
S 3.3476 1.8721 0.5058 0.4113 0.4326 0.3242
N 1.5824 0.0420 0.9575 -0.0841 0.1487 0.1210
C 1.0657 -1.2507 0.9189 -0.1321 -0.5747 0.0018
C 0.0820 -1.6113 1.8356 0.1809 0.0656 -0.0386
C -0.4415 -2.8902 1.8114 0.0777 0.0039 0.0116
C 0.0105 -3.8173 0.8927 0.0528 -0.0527 -0.1108
C 1.0223 -3.4713 0.0012 0.0974 -0.1057 -0.2077
S 1.5525 -4.7336 -1.1159 0.1366 -0.0344 -0.1173
C 2.9593 -3.9893 -1.9910 -0.4942 -0.0676 0.3740
C 1.5551 -2.1920 0.0170 0.0098 0.0247 0.1863
H 3.9267 0.4676 -4.0143 0.0628 0.0045 -0.1291
H 3.9015 -0.6587 -2.6586 0.0616 -0.0851 0.0594
H 2.4981 -0.5285 -3.7305 -0.0457 -0.1131 -0.0973
H 2.1580 1.8431 -2.9537 -0.0082 0.0034 0.1060
H 3.5541 1.6731 -1.8752 -0.2409 -0.0428 -0.1345
H 0.5504 -0.9891 -1.7592 -0.0505 0.1437 -0.1206
H 0.4158 0.4833 -2.7314 0.0804 -0.0615 0.0637
H -1.6008 -1.2570 -0.8101 0.0429 -0.2014 -0.0127
H -5.2046 0.3358 1.1475 0.0322 -0.1130 0.0529
H -5.2221 -1.4298 1.4073 0.0317 0.0621 0.0313
H -4.3063 -0.3770 2.5111 -0.0169 0.0209 -0.0453
H -4.0826 2.6124 3.5355 0.0502 -0.0132 0.0592
H -2.5000 3.2216 2.9915 -0.0700 -0.0889 0.0150
H -2.6640 1.5307 3.5369 -0.0404 0.0070 -0.0341
H 0.4528 4.1682 0.9475 -0.0289 -0.0166 -0.0409
H -0.7622 5.4527 1.1633 0.0429 -0.0387 -0.0600
H -0.5232 4.7243 -0.4426 0.0104 -0.0248 0.0274
H 0.2842 2.5685 -0.6661 0.1329 0.1116 0.0360
H 1.6592 0.4561 1.8772 0.1158 0.0043 -0.2222
H -0.2723 -0.8820 2.5477 -0.0999 0.1237 0.0499
H -1.2145 -3.1666 2.5116 -0.0858 -0.0133 0.0735
H -0.3993 -4.8145 0.8628 -0.0874 -0.1268 0.0475
H 2.6272 -3.1486 -2.5934 0.0931 0.0893 -0.0670
H 3.3456 -4.7716 -2.6370 0.0301 -0.0307 -0.0411
H 3.7227 -3.6906 -1.2787 0.1188 0.0617 -0.0384
H 2.3664 -1.9120 -0.6350 0.0586 0.0218 -0.1079
```
Forces are in eV/Å.

ΔE to the lowest compared entry with this formula, charge and spin: 199.76 kJ/mol
HOMO level: -7.8503 eV
Orbital gap: 8.5 eV
Net charge: 0
SMILES string: CCN(Cc1cc(OC)c(OC)c(OC)c1)C(=S)Nc1cccc(SC)c1

***

ORCA calculation (ωB97M-V with the def2-TZVPD basis set) on a 4-piece molecular cluster, C21H26F9NO8 overall in a non-equilibrium geometry.

```
65
Properties=species:S:1:pos:R:3:forces:R:3
C 4.7179 0.9702 -0.5431 -0.6987 0.3131 1.1196
C 3.3817 0.2492 -0.8754 0.5306 0.2422 -0.8458
C 2.7971 0.6392 -2.2633 0.8855 0.3821 0.1164
N 1.6830 1.6063 -2.1755 -0.3033 -1.3124 0.1025
C 0.4599 1.0666 -1.7354 1.0600 0.2219 -0.0068
C -0.2172 1.6871 -0.7822 -1.0495 -0.7847 0.5248
C -1.5229 1.0965 -0.3930 0.7536 -0.5115 -0.0699
O -2.4402 1.7788 -0.0523 -1.5041 1.1060 0.8906
C -1.7047 -0.3986 -0.4827 0.0866 1.1550 0.7390
C -1.0412 -1.0078 -1.4247 0.6529 -0.3867 -0.6837
C -0.1408 -0.1958 -2.3233 -0.1775 0.1481 1.8920
O 0.0864 -0.5421 -3.4281 0.6355 -0.6841 -2.2987
H 5.5144 0.2446 -0.3817 0.1247 0.1532 -0.3085
H 4.6173 1.4964 0.4259 0.1195 -0.1881 -0.4684
H 4.9981 1.7307 -1.2749 0.0968 -0.2327 -0.0798
H 3.6105 -0.8111 -0.9207 -0.2885 -0.0254 0.2769
H 2.6371 0.4556 -0.1021 0.0372 -0.3233 0.0036
H 3.5994 1.1598 -2.7976 -0.1704 -0.1521 -0.1699
H 2.5522 -0.2393 -2.8578 -0.4010 0.1798 0.0506
H 1.9659 2.2511 -1.4441 -0.0969 0.4237 -0.3652
H 0.1491 2.5837 -0.3027 -0.2913 0.1811 -0.0107
H -2.3682 -0.9074 0.2032 -0.2222 0.2188 -0.0401
H -1.1618 -2.0736 -1.5673 0.2319 0.0501 -0.4928
C 1.6375 -6.8616 -2.6287 -0.1849 0.0285 0.2890
C 2.5708 -5.6698 -2.6304 0.0963 -0.4796 -0.4916
O 2.0824 -4.6333 -1.7589 0.0103 0.3357 0.2852
C 2.3777 -4.7650 -0.4686 0.2187 -0.4678 -0.6887
O 3.0029 -5.6585 0.0201 -0.1059 0.2313 0.2948
C 1.8316 -3.5622 0.3112 -0.5885 0.7895 0.7394
F 0.5839 -3.2307 -0.0689 0.1515 -0.3688 -0.0562
F 2.5824 -2.4681 0.1118 0.1712 -0.3846 -0.0697
F 1.7996 -3.7939 1.6258 0.1333 -0.2095 -0.3840
H 0.6230 -6.5523 -2.8835 0.0494 0.0124 -0.1172
H 1.9704 -7.6078 -3.3494 0.0260 0.0395 -0.0104
H 1.5962 -7.3258 -1.6431 0.1050 -0.0319 -0.0276
H 2.6154 -5.2317 -3.6259 -0.1048 0.2329 0.1245
H 3.5857 -5.9545 -2.3546 -0.0580 0.0746 0.2254
C -5.9921 1.7495 -2.0781 -0.2809 -0.1656 -0.1127
C -5.9430 1.5805 -0.5749 0.5730 0.2746 -0.3188
O -7.2467 1.2532 -0.0538 -0.2927 -0.1764 0.2349
C -7.5939 -0.0270 -0.1098 0.7383 0.3987 -0.2021
O -6.9263 -0.9164 -0.5511 -0.3286 -0.1789 0.1054
C -8.9782 -0.2186 0.5239 -0.8657 -0.1490 0.2567
F -9.8419 0.7323 0.1335 0.2608 -0.1047 -0.0044
F -8.8982 -0.1649 1.8657 0.1812 0.0275 -0.2286
F -9.5064 -1.4005 0.1974 0.2827 0.1663 -0.0247
H -6.7457 2.4883 -2.3552 0.0833 0.0806 0.0422
H -5.0229 2.0737 -2.4560 0.0104 0.0053 0.0649
H -6.2615 0.8141 -2.5696 0.1011 -0.0288 0.0302
H -5.6518 2.5174 -0.1049 -0.2275 -0.0333 0.1465
H -5.2114 0.8302 -0.2799 -0.1603 -0.1134 0.0311
C 1.3322 3.5735 5.4659 0.3004 -0.1387 0.0792
C 1.4445 4.0088 4.0205 -0.6206 0.0395 0.2994
O 2.8237 4.1502 3.6315 0.3386 -0.0137 -0.2498
C 3.4443 3.0345 3.2639 -0.7860 0.1248 0.1892
O 2.9602 1.9413 3.2316 0.3543 -0.0699 -0.1495
C 4.8805 3.3552 2.8338 1.4722 0.2886 -0.2162
F 5.4870 4.2093 3.6714 -0.3898 -0.0498 0.1267
F 4.9173 3.9230 1.6150 -0.4599 -0.0762 0.0662
F 5.6522 2.2673 2.7759 -0.4986 -0.1319 0.0906
H 1.8755 4.2616 6.1149 -0.0947 0.0768 -0.0272
H 0.2880 3.5459 5.7759 -0.0010 0.0226 -0.0447
H 1.7633 2.5829 5.6118 -0.0916 -0.0313 -0.0572
H 0.9914 4.9897 3.8894 0.2569 0.0801 -0.0818
H 0.9274 3.3199 3.3530 0.2134 -0.1000 -0.0343
```
Forces are in eV/Å.

HOMO level: -9.0340 eV
Orbital gap: 8.4 eV
Net charge: 0
SMILES string: CCCNC1=CC(=O)C=CC1=O.CCOC(=O)C(F)(F)F.CCOC(=O)C(F)(F)F.CCOC(=O)C(F)(F)F

***

ORCA calculation (ωB97M-V with the def2-TZVPD basis set) on a 4-piece molecular cluster, C19H31ClFNO6S overall in a non-equilibrium geometry.

```
60
Properties=species:S:1:pos:R:3:forces:R:3
C -4.9916 3.3273 1.8480 1.6127 0.5904 -0.4463
C -4.2412 2.7848 0.4551 -1.8963 0.6145 0.8126
C -5.4365 2.8092 -0.7027 0.2056 1.2699 0.6731
N -5.4335 1.4500 -1.3665 0.1317 0.8447 1.4263
Cl -6.1143 1.5084 -2.9594 -0.0932 -0.3002 0.5049
S -6.2775 0.2346 -0.4392 -5.0093 -8.3143 -2.9253
O -5.8305 -1.1552 -1.0378 -0.4428 6.0105 2.8452
O -7.8203 0.2760 -0.5495 5.6260 1.4523 1.2913
F -5.8793 0.1827 1.2278 -0.1786 1.0920 -3.2159
O -3.1490 3.7362 0.1978 -0.2133 -2.5809 -0.6664
C -2.0437 3.1308 -0.5614 1.1370 0.3347 -0.5784
C -1.0240 2.1961 0.3192 3.0774 -2.2878 1.6768
C -1.3807 1.3889 1.7011 2.5251 -0.4127 -1.0392
C -0.3150 0.4247 2.5149 1.6362 1.9772 -4.0861
C 1.2041 0.2481 1.9146 -3.6802 2.7565 -1.7487
C 1.5815 1.1003 0.5448 -2.8869 0.3144 0.8357
C 0.5336 2.0631 -0.2698 -1.2283 -2.2487 3.7806
H -5.4081 4.4239 1.6296 0.7678 -2.5139 0.4403
H -4.0994 3.4671 2.6260 -2.1909 -0.4480 -1.4518
H -5.8303 2.6031 2.2259 1.7230 1.4409 -0.7686
H -3.9064 1.6671 0.5482 -0.2347 2.2178 -0.0954
H -6.4836 3.0258 -0.1718 2.2053 -0.3732 -1.3528
H -5.2303 3.6246 -1.5481 -0.3996 -1.9100 1.9856
H -1.3883 4.0410 -0.9700 -1.4913 -1.9617 1.0511
H -2.4456 2.5872 -1.5442 0.7869 0.8217 2.2470
H -2.4721 1.4656 2.1776 2.6961 -0.0747 -1.2421
H -0.6465 -0.1531 3.4822 0.6731 1.3762 -2.1862
H 1.9612 -0.4593 2.4592 -1.4714 1.6555 -1.3388
H 2.6812 0.9967 0.1126 -2.6188 0.2487 1.0676
H 0.8550 2.6572 -1.2539 -0.7575 -1.5967 2.4788
C 5.2954 -3.1773 2.1157 -0.2474 0.6036 -0.1914
C 4.2680 -2.6640 3.0890 -0.5122 1.0254 -0.2985
C 4.0051 -3.4896 4.3199 -0.4259 0.3623 0.2405
O 3.6667 -1.6105 2.8861 0.6727 -1.2112 0.2649
H 5.3802 -2.4795 1.2759 -0.0181 -0.3456 0.3593
H 6.2684 -3.2524 2.6077 -0.0643 -0.2188 -0.0217
H 4.9874 -4.1526 1.7304 0.1691 -0.0536 0.1379
H 4.9206 -3.5785 4.9102 -0.0352 -0.2019 -0.1101
H 3.6396 -4.4787 4.0328 0.2243 -0.0228 0.0656
H 3.2408 -2.9971 4.9306 0.1649 -0.1032 -0.1291
C 6.6214 -0.2601 -2.0653 0.4308 -0.0813 0.2857
C 5.8061 -1.3371 -1.4009 0.5542 -0.8476 1.0250
C 4.3853 -1.5172 -1.8646 -0.0695 -0.3707 0.3429
O 6.2825 -2.0426 -0.5132 -0.4318 0.9307 -1.3373
H 7.6263 -0.2450 -1.6300 -0.2382 -0.0228 -0.0820
H 6.7069 -0.4656 -3.1353 -0.1524 0.1776 0.0224
H 6.1544 0.7143 -1.9009 -0.0406 -0.0568 -0.2225
H 4.3711 -1.7788 -2.9256 -0.0773 0.2290 0.0094
H 3.8186 -0.5989 -1.6912 -0.0031 -0.0312 -0.2417
H 3.9187 -2.3294 -1.2971 0.1072 0.1931 -0.1074
C -2.2972 -0.6698 -2.4307 0.0855 0.4271 0.0208
C -0.8316 -0.9319 -2.6533 1.0158 1.3004 -0.0737
C -0.3922 -2.3676 -2.7614 0.4837 0.0778 -0.0455
O -0.0243 -0.0084 -2.7435 -0.9734 -1.1491 0.0228
H -2.4679 0.4104 -2.3728 0.0617 -0.2359 -0.0070
H -2.8774 -1.0714 -3.2652 -0.0721 -0.1439 0.1957
H -2.6174 -1.1254 -1.4903 -0.1291 -0.1120 -0.1712
H -0.8875 -2.8448 -3.6107 -0.1036 -0.0894 0.1877
H -0.6275 -2.8989 -1.8357 -0.1493 -0.0670 -0.1556
H 0.6907 -2.4045 -2.9211 -0.2371 0.0427 0.0393
```
Forces are in eV/Å.

HOMO level: -8.2400 eV
Orbital gap: 6.4 eV
Net charge: 0
SMILES string: C[C@@H](CN(Cl)S(=O)(=O)F)OCc1ccccc1.CC(C)=O.CC(C)=O.CC(C)=O